Entry 1:
The molecule C4H5NO, computed with ωB97M-V with the def2-TZVPD basis set.

Results
Gap between HOMO and LUMO: 10.5 eV
Energy relative to the best compared isomer or geometry (same formula, charge and spin): 50.0 kcal per mole
Energy: -285.33492 a.u.
HOMO: -9.49 eV
Lowest unoccupied orbital energy: 0.98 eV
Structure (SMILES): O=C1C[C@H]2N[C@@H]12
Net charge: 0

Atoms and positions in Å:
O -1.95 -0.81 1.10
C -0.93 -0.35 0.66
C -0.58 0.95 -0.10
C 0.47 0.08 -0.80
N 1.53 -0.24 0.11
C 0.33 -1.05 0.21
H -1.35 1.42 -0.73
H -0.14 1.72 0.53
H 0.55 -0.07 -1.87
H 1.65 0.47 0.82
H 0.43 -2.12 0.07

Results of the Löwdin charge analysis, in e, for atoms 1 through 5: 0.097 -0.366 -0.032 -0.231 0.068

***

Entry 2:
The molecule C21H19N3O7S in a non-equilibrium geometry, computed with ωB97M-V with the def2-TZVPD basis set.

Results
Gap between HOMO and LUMO: 7.7 eV
Energy: -1900.80691 a.u.
HOMO: -8.21 eV
Lowest unoccupied orbital energy: -0.49 eV
Structure (SMILES): COc1ccc(/C=C2\SC(=O)N(CC(=O)NNC(=O)c3ccccc3O)C2=O)cc1OC
Net charge: 0

Atoms and positions in Å:
C 7.68 -0.62 -2.82
O 6.46 -0.08 -3.28
C 5.31 -0.36 -2.60
C 5.28 -1.16 -1.46
C 4.11 -1.42 -0.78
C 2.90 -0.89 -1.23
C 1.63 -1.10 -0.59
C 1.32 -1.78 0.54
S 2.36 -2.65 1.66
C 1.00 -3.07 2.72
O 1.09 -3.70 3.73
N -0.15 -2.57 2.18
C -1.43 -2.67 2.85
C -2.01 -1.26 2.97
O -1.41 -0.34 3.47
N -3.27 -1.14 2.52
N -3.85 0.13 2.48
C -4.95 0.31 1.71
O -5.46 -0.67 1.17
C -5.49 1.67 1.60
C -4.97 2.76 2.32
C -5.49 4.02 2.17
C -6.53 4.24 1.28
C -7.06 3.20 0.57
C -6.56 1.90 0.71
O -7.13 0.92 0.00
C -0.06 -1.84 1.00
O -1.03 -1.35 0.47
C 2.93 -0.09 -2.38
C 4.10 0.19 -3.08
O 3.92 0.98 -4.16
C 4.99 1.37 -4.99
H 8.43 -0.26 -3.52
H 7.92 -0.26 -1.82
H 7.67 -1.71 -2.83
H 6.19 -1.58 -1.08
H 4.14 -2.04 0.10
H 0.78 -0.65 -1.07
H -1.24 -3.08 3.85
H -2.10 -3.33 2.29
H -3.76 -1.79 1.91
H -3.23 0.85 2.82
H -4.17 2.61 3.03
H -5.08 4.84 2.74
H -6.93 5.24 1.16
H -7.88 3.34 -0.12
H -6.68 0.07 0.23
H 2.02 0.34 -2.77
H 5.73 1.96 -4.45
H 4.53 1.99 -5.77
H 5.48 0.51 -5.46

Results of the Löwdin charge analysis, in e, for atoms 1 through 5: -0.072 -0.108 -0.183 -0.005 -0.038

***

Entry 3:
A cluster of 2 separate species, C2H9NO2 in total in a non-equilibrium geometry, computed with ωB97M-V with the def2-TZVPD basis set.

Results
<S²>: 0.7612
Spin multiplicity: 2
Gap between HOMO and LUMO (alpha / beta): 10.4 / 4.4 eV
Energy relative to the best compared isomer or geometry (same formula, charge and spin): 56.8 kcal per mole
Energy: -286.43374 a.u.
HOMO (alpha / beta): -14.07 / -14.07 eV
Lowest unoccupied orbital energy (alpha / beta): -3.68 / -9.62 eV
Net charge: +1

Atoms and positions in Å:
C -2.54 -0.09 -0.17
O -1.93 1.00 -0.70
H -1.77 -0.92 -0.26
H -2.78 -0.07 0.90
H -3.40 -0.47 -0.77
H -2.50 1.64 -1.08
N 2.13 -1.08 -0.41
C 1.90 0.17 0.15
O 0.84 0.10 1.21
H 2.19 -1.85 0.22
H 1.50 -1.42 -1.20
H 2.71 0.48 0.73
H 1.67 1.00 -0.53
H -0.04 -0.14 0.94

Results of the Löwdin charge analysis, in e, for atoms 1 through 5: -0.207 -0.098 0.076 0.088 0.105

***

Entry 4:
A cluster of 2 separate species, C9H8NO5 in total in a non-equilibrium geometry, computed with ωB97M-V with the def2-TZVPD basis set.

Results
Gap between HOMO and LUMO (alpha / beta): 4.7 / 4.7 eV
Energy relative to the best compared isomer or geometry (same formula, charge and spin): 46.3 kcal per mole
Energy: -778.62002 a.u.
HOMO (alpha / beta): -3.11 / -3.11 eV
Lowest unoccupied orbital energy (alpha / beta): 1.55 / 1.55 eV
Net charge: -1

Atoms and positions in Å:
C 1.38 -1.76 0.72
C 1.29 -1.84 -0.66
C 0.50 -1.07 1.55
C 0.20 -1.27 -1.23
C -0.54 -0.36 0.95
C -0.73 -0.51 -0.41
C -2.48 -0.08 -2.29
C 1.63 2.05 0.56
C -1.99 0.07 -0.86
N 1.98 2.05 1.84
O -1.99 -0.71 -3.19
O -3.55 0.74 -2.51
O 2.76 1.16 2.30
O 1.46 2.91 2.61
O -2.69 0.76 -0.10
H 2.27 -2.36 1.17
H 1.91 -2.41 -1.23
H 0.61 -1.03 2.65
H -0.06 -1.33 -2.18
H -1.18 0.15 1.56
H 1.81 1.07 0.07
H 1.08 2.83 0.27
H -3.68 0.95 -1.59

Results of the Löwdin charge analysis, in e, for atoms 1 through 5: -0.072 -0.079 -0.057 0.010 -0.012

***

Entry 5:
A cluster of 2 separate species, C3H3NO in total in a non-equilibrium geometry, computed with ωB97M-V with the def2-TZVPD basis set.

Results
Gap between HOMO and LUMO: 10.2 eV
Energy relative to the best compared isomer or geometry (same formula, charge and spin): 27.2 kcal per mole
Energy: -246.04820 a.u.
HOMO: -9.36 eV
Lowest unoccupied orbital energy: 0.89 eV
Structure (SMILES): C=C=O.C#N
Net charge: 0

Atoms and positions in Å:
C 1.54 0.09 0.23
C 0.69 -0.90 0.40
O -0.08 -1.76 0.53
H 1.20 0.97 -0.30
H 2.54 0.02 0.63
C -1.98 0.51 -0.49
N -1.36 1.42 -0.81
H -2.54 -0.35 -0.18

Results of the Löwdin charge analysis, in e, for atoms 1 through 5: 0.001 -0.298 0.129 0.044 0.060

***

Entry 6:
A structure of composition C4H4InLiO5 in a non-equilibrium geometry, computed with ωB97M-V with the def2-TZVPD basis set.

Results
Gap between HOMO and LUMO (alpha / beta): 5.0 / 6.6 eV
Energy relative to the best compared isomer or geometry (same formula, charge and spin): 52.7 kcal per mole
Energy: -727.86366 a.u.
HOMO (alpha / beta): -17.31 / -17.19 eV
Lowest unoccupied orbital energy (alpha / beta): -12.26 / -10.55 eV
Net charge: +2

Atoms and positions in Å:
O -2.80 -0.98 -0.19
C -2.72 0.20 0.42
C -1.47 -1.32 -0.67
O -3.57 1.06 0.36
O -1.47 0.45 0.79
C -0.55 -0.61 0.30
Li 0.86 1.14 -0.19
H -1.42 -0.98 -1.72
H -1.34 -2.41 -0.66
H -0.38 -1.19 1.22
C 2.65 -1.09 0.14
O 2.52 0.17 -0.18
O 3.79 -1.43 0.57
In 4.36 0.43 0.11
H 1.41 -1.57 0.37

Results of the Löwdin charge analysis, in e, for atoms 1 through 5: 0.109 -0.563 -0.093 0.231 0.055

***

Entry 7:
A cluster of 2 separate species, CH2ClO4P in total in a non-equilibrium geometry, computed with ωB97M-V with the def2-TZVPD basis set.

Results
Gap between HOMO and LUMO: 10.6 eV
Energy relative to the best compared isomer or geometry (same formula, charge and spin): 105.8 kcal per mole
Energy: -1141.72827 a.u.
HOMO: -10.39 eV
Lowest unoccupied orbital energy: 0.17 eV
Structure (SMILES): O=P1(Cl)OO1.C=O
Net charge: 0

Atoms and positions in Å:
O 1.85 -0.98 -1.49
P 0.50 -1.34 -1.65
Cl -0.66 -0.32 -2.88
O -0.05 -2.85 -1.46
O -0.44 -1.89 -0.43
C -0.30 1.93 2.03
O -0.23 1.18 1.06
H -0.39 2.97 1.91
H -0.28 1.30 2.91

Results of the Löwdin charge analysis, in e, for atoms 1 through 5: -0.246 0.145 0.470 -0.189 -0.195

***

Entry 8:
The ion C16H22Cl2N3O2 with charge +1, computed with ωB97M-V with the def2-TZVPD basis set.

Results
Gap between HOMO and LUMO: 9.4 eV
Energy relative to the best compared isomer or geometry (same formula, charge and spin): 1.9 kcal per mole
Energy: -1857.85448 a.u.
HOMO: -11.65 eV
Lowest unoccupied orbital energy: -2.22 eV
Structure (SMILES): Cn1c(CCCC(=O)O)nc2cc([NH+](CCCl)CCCl)ccc21
Net charge: +1

Atoms and positions in Å:
C 1.45 0.44 3.16
N 1.17 0.56 1.76
C 2.05 0.86 0.76
C 3.48 1.18 1.01
C 4.40 0.43 0.03
C 4.28 -1.09 0.16
C 4.66 -1.55 1.55
O 3.95 -1.48 2.52
O 5.90 -2.02 1.60
N 1.51 0.86 -0.43
C 0.20 0.55 -0.24
C -0.83 0.43 -1.16
C -2.08 0.12 -0.66
N -3.22 -0.01 -1.59
C -3.06 -1.17 -2.49
C -3.21 -2.46 -1.69
Cl -4.78 -2.42 -0.82
C -3.54 1.25 -2.30
C -4.16 2.30 -1.39
Cl -2.95 2.99 -0.25
C -2.32 -0.10 0.70
C -1.30 0.02 1.62
C -0.04 0.35 1.15
H 2.25 -0.28 3.32
H 1.76 1.41 3.57
H 0.56 0.11 3.68
H 3.74 0.93 2.04
H 3.63 2.25 0.87
H 4.12 0.71 -0.99
H 5.43 0.73 0.21
H 3.25 -1.39 -0.03
H 4.94 -1.57 -0.55
H 6.15 -2.30 2.50
H -0.63 0.60 -2.20
H -4.04 -0.27 -1.00
H -3.83 -1.13 -3.27
H -2.07 -1.14 -2.96
H -3.22 -3.32 -2.35
H -2.43 -2.56 -0.94
H -4.26 1.03 -3.09
H -2.62 1.64 -2.75
H -4.53 3.13 -1.99
H -4.97 1.89 -0.80
H -3.31 -0.35 1.03
H -1.50 -0.14 2.67

Results of the Löwdin charge analysis, in e, for atoms 1 through 5: 0.013 0.000 -0.274 -0.101 -0.160

***

Entry 9:
A cluster of 6 separate species, C12H36O6 in total in a non-equilibrium geometry, computed with ωB97M-V with the def2-TZVPD basis set.

Results
Gap between HOMO and LUMO: 9.7 eV
Energy relative to the best compared isomer or geometry (same formula, charge and spin): 66.1 kcal per mole
Energy: -930.13770 a.u.
HOMO: -9.07 eV
Lowest unoccupied orbital energy: 0.61 eV
Structure (SMILES): CCO.CCO.CCO.CCO.CCO.CCO
Net charge: 0

Atoms and positions in Å:
C 4.91 2.25 -0.17
C 3.62 1.62 -0.80
O 2.93 2.56 -1.67
H 5.41 1.61 0.56
H 4.64 3.13 0.41
H 5.60 2.63 -0.92
H 2.99 1.24 0.00
H 3.80 0.73 -1.40
H 3.60 3.10 -2.08
C 2.14 2.55 3.97
C 2.44 1.04 3.92
O 1.76 0.50 2.79
H 2.65 3.16 3.23
H 2.30 2.99 4.95
H 1.07 2.67 3.78
H 2.04 0.48 4.77
H 3.49 0.77 3.99
H 0.84 0.64 3.04
C -2.15 -0.90 -5.16
C -1.55 0.37 -4.62
O -0.11 0.21 -4.70
H -3.11 -1.06 -4.66
H -1.54 -1.75 -4.86
H -2.21 -0.74 -6.24
H -1.96 0.55 -3.63
H -1.87 1.16 -5.30
H 0.37 1.02 -4.51
C -2.82 -4.86 -0.20
C -2.12 -3.50 -0.54
O -1.26 -3.60 -1.59
H -3.33 -4.83 0.75
H -2.11 -5.70 -0.22
H -3.59 -5.02 -0.96
H -1.72 -2.97 0.32
H -2.87 -2.79 -0.90
H -1.01 -2.70 -1.78
C -0.07 0.26 -0.28
C 0.55 -0.84 -1.05
O -0.28 -1.20 -2.12
H -0.18 1.22 -0.78
H 0.66 0.41 0.51
H -1.07 -0.02 0.07
H 0.86 -1.66 -0.40
H 1.49 -0.42 -1.43
H -0.23 -0.64 -2.90
C -3.31 0.44 2.67
C -2.29 1.18 3.52
O -1.03 0.64 3.49
H -2.87 0.08 1.74
H -4.12 1.13 2.45
H -3.72 -0.43 3.19
H -2.58 1.28 4.56
H -2.08 2.20 3.18
H -1.03 -0.17 4.01

Results of the Löwdin charge analysis, in e, for atoms 1 through 5: -0.077 -0.283 -0.097 0.070 0.066

***

Entry 10:
The molecule C5H3NO in a non-equilibrium geometry, computed with ωB97M-V with the def2-TZVPD basis set.

Results
Gap between HOMO and LUMO: 10.1 eV
Energy relative to the best compared isomer or geometry (same formula, charge and spin): 45.4 kcal per mole
Energy: -322.21942 a.u.
HOMO: -9.22 eV
Lowest unoccupied orbital energy: 0.86 eV
Structure (SMILES): C#Cc1cocn1
Net charge: 0

Atoms and positions in Å:
C 2.82 -0.10 0.09
C 1.63 0.06 -0.01
C 0.17 0.00 -0.03
C -0.69 1.11 -0.03
O -1.95 0.52 0.11
C -1.85 -0.79 -0.03
N -0.58 -1.13 -0.06
H 3.83 -0.39 -0.01
H -0.71 2.15 -0.26
H -2.66 -1.44 0.23

Results of the Löwdin charge analysis, in e, for atoms 1 through 5: 0.119 -0.059 -0.303 0.021 0.001

***

Entry 11:
A structure of composition C2H5NO in a non-equilibrium geometry, computed with ωB97M-V with the def2-TZVPD basis set.

Results
Gap between HOMO and LUMO: 8.8 eV
Energy relative to the best compared isomer or geometry (same formula, charge and spin): 68.6 kcal per mole
Energy: -209.11307 a.u.
HOMO: -8.14 eV
Lowest unoccupied orbital energy: 0.64 eV
Net charge: 0

Atoms and positions in Å:
C -0.01 -0.46 0.94
N -1.18 -0.73 0.18
C 1.22 -0.50 0.52
O 2.34 -0.58 0.17
H -0.96 -0.85 -0.80
H -1.86 0.02 0.28
H 0.09 1.83 -1.93
H -0.17 -0.25 1.99
H 0.52 1.53 -1.35

Results of the Löwdin charge analysis, in e, for atoms 1 through 5: -0.226 0.007 -0.227 0.139 0.069

***

Entry 12:
A cluster of 2 separate species, CH4BrO3P in total in a non-equilibrium geometry, computed with ωB97M-V with the def2-TZVPD basis set.

Results
Gap between HOMO and LUMO (alpha / beta): 7.1 / 7.1 eV
Energy relative to the best compared isomer or geometry (same formula, charge and spin): 54.8 kcal per mole
Energy: -3181.54950 a.u.
HOMO (alpha / beta): -7.88 / -7.88 eV
Lowest unoccupied orbital energy (alpha / beta): -0.77 / -0.76 eV
Net charge: 0

Atoms and positions in Å:
C -1.34 0.20 1.30
O 2.08 -0.36 -0.39
O 0.22 -0.64 -1.98
O -0.18 0.99 -0.14
P 0.87 0.52 -1.10
Br -3.04 0.07 0.62
H -1.16 1.10 1.85
H -1.01 -0.78 1.67
H 2.55 0.05 0.22
H 1.01 -1.14 -2.07

Results of the Löwdin charge analysis, in e, for atoms 1 through 5: -0.469 -0.206 -0.209 -0.429 0.550

***

Entry 13:
A structure of composition C56H42Cl5N21O2SSiY in a non-equilibrium geometry, computed with ωB97M-V with the def2-TZVPD basis set.

Results
Gap between HOMO and LUMO: 6.7 eV
Energy relative to the best compared isomer or geometry (same formula, charge and spin): 19.1 kcal per mole
Energy: -6486.94100 a.u.
HOMO: -5.38 eV
Lowest unoccupied orbital energy: 1.32 eV
Net charge: -1

Atoms and positions in Å:
Y 0.45 1.11 0.42
S -6.12 1.07 4.94
N -5.24 2.32 4.39
C -4.23 1.80 3.71
C -3.18 2.55 3.06
C -3.06 3.93 3.18
C -2.00 4.56 2.58
C -1.09 3.79 1.86
N -1.21 2.48 1.72
C -2.22 1.84 2.32
C -2.25 0.36 2.27
N -1.28 -0.26 1.58
C -1.23 -1.59 1.63
C -2.13 -2.37 2.33
C -3.16 -1.74 3.00
C -3.22 -0.36 2.97
C -4.24 0.38 3.69
N -5.24 -0.16 4.36
H -3.80 4.47 3.75
H -1.85 5.63 2.66
H -0.23 4.24 1.38
H -0.39 -2.03 1.10
H -2.02 -3.45 2.34
H -3.90 -2.29 3.55
C 5.56 -0.54 2.73
N 4.13 -0.58 2.50
C 3.45 -0.01 1.50
N 2.20 -0.42 1.53
C 2.16 -1.25 2.60
N 3.32 -1.41 3.20
C 6.32 -1.36 1.71
C 7.64 -1.05 1.40
C 8.35 -1.82 0.50
C 7.76 -2.91 -0.11
C 6.44 -3.23 0.19
C 5.72 -2.45 1.10
C 5.80 -4.37 -0.45
N 6.34 -5.44 -0.92
N 5.31 -6.22 -1.43
C 4.23 -5.56 -1.23
O 4.45 -4.37 -0.61
C 2.86 -5.92 -1.60
C 2.42 -7.23 -1.43
C 1.13 -7.57 -1.80
C 0.29 -6.62 -2.35
C 0.73 -5.31 -2.54
C -0.17 -4.32 -3.25
N -0.08 -2.97 -2.73
C -0.21 -2.53 -1.47
N -0.08 -1.21 -1.43
C 0.12 -0.90 -2.74
N 0.13 -1.93 -3.56
C 2.01 -4.96 -2.16
H 5.71 -0.93 3.73
H 5.88 0.50 2.71
H 3.89 0.67 0.79
H 1.26 -1.73 2.95
H 8.10 -0.18 1.86
H 9.37 -1.56 0.26
H 8.30 -3.52 -0.82
H 4.69 -2.71 1.32
H 3.09 -7.96 -0.99
H 0.78 -8.58 -1.65
H -0.72 -6.89 -2.63
H -1.21 -4.66 -3.21
H 0.11 -4.24 -4.30
H -0.38 -3.19 -0.64
H 0.25 0.11 -3.09
H 2.37 -3.95 -2.30
Cl 3.12 -1.58 -1.17
C 3.10 0.06 -1.79
C 2.07 0.93 -1.43
C 2.09 2.11 -2.17
Cl 0.76 3.21 -1.92
C 3.05 2.47 -3.11
Cl 2.97 3.97 -3.95
C 4.10 1.59 -3.35
Cl 5.34 2.00 -4.47
C 4.12 0.36 -2.70
Cl 5.39 -0.76 -3.03
N 2.59 2.42 3.62
C 2.80 2.90 2.35
N 3.89 3.60 2.08
N 3.80 3.86 0.76
N 2.74 3.35 0.28
N 2.04 2.70 1.26
C 1.45 1.76 4.04
N 1.13 1.67 5.32
N 0.04 0.89 5.33
N -0.27 0.56 4.12
N 0.61 1.11 3.25
H 3.10 2.89 4.35
C -2.30 2.39 -3.89
C -3.31 1.54 -3.10
C -3.15 0.07 -3.53
C -4.73 1.98 -3.46
Si -2.93 1.78 -1.24
O -1.43 1.44 -0.84
C -3.41 3.59 -0.90
C -4.73 4.07 -0.84
C -5.02 5.41 -0.66
C -3.99 6.34 -0.56
C -2.67 5.91 -0.65
C -2.40 4.55 -0.82
C -4.16 0.65 -0.31
C -4.01 -0.73 -0.49
C -4.90 -1.64 0.07
C -5.95 -1.19 0.85
C -6.10 0.17 1.08
C -5.21 1.07 0.50
H -2.47 2.28 -4.97
H -1.27 2.09 -3.67
H -2.39 3.45 -3.64
H -3.20 -0.01 -4.62
H -3.96 -0.55 -3.12
H -2.20 -0.35 -3.21
H -4.93 1.77 -4.52
H -4.86 3.06 -3.31
H -5.48 1.46 -2.87
H -5.56 3.37 -0.94
H -6.05 5.74 -0.60
H -4.21 7.39 -0.42
H -1.86 6.62 -0.59
H -1.37 4.23 -0.88
H -3.17 -1.10 -1.07
H -4.76 -2.70 -0.09
H -6.64 -1.89 1.30
H -6.90 0.53 1.71
H -5.34 2.13 0.72

Results of the Löwdin charge analysis, in e, for atoms 1 through 5: 1.411 0.975 -0.208 -0.304 -0.079